No. 1
This record from the OMol25 dataset describes a molecular structure, C41H52N5O3PPbS2Si2Te at a distorted geometry. The level of theory is the ωB97M-V functional and the def2-TZVPD basis.

```
108
Properties=species:S:1:pos:R:3:forces:R:3:mulliken_charge:R:1
Pb -0.567879 -17.066633 -15.103708 -0.3783 0.0087 0.0043 1.083
C -0.417620 -17.955839 -20.112706 -1.6216 -1.4236 0.9739 -1.941
C -0.565381 -17.450611 -18.704315 -0.2029 -1.0557 1.6321 -0.290
N -1.114746 -18.062868 -17.690250 1.2530 1.4370 -1.2195 1.885
N -1.560054 -19.337098 -17.912068 0.3289 0.3970 -0.9857 -1.159
C -2.471415 -19.693177 -17.136811 -1.4385 -1.1257 1.5769 0.051
O -2.911753 -18.905157 -16.047554 -0.5942 -0.1378 -0.4028 0.150
C -3.112939 -21.034543 -17.220317 0.1608 0.0883 -0.2745 0.026
C -3.366542 -21.656375 -18.452649 0.0599 0.1650 1.0985 -0.725
C -3.872580 -22.927125 -18.515127 0.0322 -0.8912 -0.3312 -0.693
C -4.146713 -23.614802 -17.346804 -0.0018 -0.3951 0.4317 -0.554
C -3.920721 -23.004857 -16.104331 -0.2946 -0.8346 -0.5707 -0.814
C -3.408767 -21.719005 -16.036803 -0.0535 -0.9936 -0.9152 0.196
C 0.037183 -16.122398 -18.372737 -0.9542 0.2612 1.3174 0.868
C 0.522523 -15.334663 -19.362879 0.4944 1.4460 -0.2861 -0.833
C 1.080423 -14.078493 -19.055280 -0.1231 0.0197 -0.4904 -0.824
C 1.108811 -13.665623 -17.741390 -0.5534 -0.1441 0.2452 -0.924
C 0.458512 -14.434692 -16.769986 0.4152 -1.3861 -1.4691 -0.309
N -0.034420 -15.640854 -17.094681 0.2735 -0.2284 0.3119 1.132
H -0.740253 -19.015970 -20.264972 0.6212 0.7484 0.6536 0.355
H -1.143180 -17.436006 -20.707469 -0.0719 0.7427 -0.6709 0.405
H 0.579840 -17.797594 -20.421770 0.9335 0.1235 -0.7059 0.532
H -3.139985 -21.230354 -19.380543 0.4703 1.1463 -0.9845 0.507
H -3.939261 -23.425299 -19.496073 -0.2066 0.3148 0.6326 0.392
H -4.443741 -24.665992 -17.413643 -0.0663 0.4532 0.2050 0.400
H -4.071214 -23.611539 -15.210860 0.0497 0.3550 -0.1068 0.451
H -3.064304 -21.426214 -15.084455 0.2222 0.9227 0.9540 0.551
H 0.391640 -15.644214 -20.370722 0.2692 -0.0975 -0.6819 0.646
H 1.434290 -13.404877 -19.855697 -0.0690 -0.5972 0.5217 0.432
H 1.553100 -12.742809 -17.445678 0.2030 0.5509 0.0324 0.563
H 0.417007 -14.184965 -15.725898 -0.0890 0.3417 0.1899 0.070
S 0.698519 -15.342729 -13.422205 0.1574 0.1577 0.2933 -0.582
P -1.103092 -14.580783 -12.891484 -0.8657 0.3277 -0.3827 0.577
S -2.474510 -15.018900 -14.379708 0.6016 0.1097 0.5846 -0.659
C -1.075427 -12.791332 -12.579723 0.6698 0.2634 -0.6432 0.814
C -1.693671 -11.866621 -13.428845 0.1105 0.0943 0.4219 -0.408
C -1.479458 -10.499924 -13.222352 -0.1888 0.6395 -0.3347 -0.652
C -0.680761 -10.048746 -12.156547 -0.5221 0.8972 -0.8281 -0.457
C -0.028534 -10.962345 -11.390318 0.2214 -0.8430 0.6543 -0.704
C -0.216181 -12.319824 -11.596746 -0.2586 0.5689 -0.2127 -0.567
C -1.625709 -15.167998 -11.273175 -0.2857 -0.5777 -0.1406 0.984
C -2.988127 -15.172076 -11.005246 -0.7951 0.2198 -0.1196 -0.579
C -3.495685 -15.558978 -9.776145 2.6305 0.2240 -0.0191 -0.713
C -2.571640 -15.808856 -8.755562 -0.1779 -0.1450 -0.0750 -0.553
C -1.198445 -15.721240 -8.993774 -0.2255 -0.5141 -0.6693 -0.864
C -0.709074 -15.519949 -10.289785 -0.2249 0.5559 -0.1444 -0.531
H -2.356529 -12.280146 -14.179024 0.0623 0.4187 -0.2702 0.357
H -1.887858 -9.736721 -13.914353 -0.0096 -0.7376 0.5566 0.357
H -0.545224 -8.982126 -11.905084 -0.2076 -0.6145 -0.5725 0.368
H 0.631672 -10.655140 -10.596556 0.0690 0.1205 0.1343 0.421
H 0.323279 -12.952971 -10.951853 0.4884 -1.0167 0.5656 0.410
H -3.700527 -14.829238 -11.749226 0.1520 -0.1586 -0.1939 0.372
H -4.521546 -15.599293 -9.621367 -1.6677 -0.0795 0.3654 0.660
H -2.932528 -16.113073 -7.772963 0.1809 0.2456 -0.1537 0.419
H -0.530026 -15.903652 -8.184481 0.4546 -0.1417 0.4041 0.432
H 0.334244 -15.537131 -10.622533 -0.1793 -0.1290 0.7714 0.496
C -4.361626 -21.190762 -11.876406 -1.9838 -1.7534 -0.2616 -1.028
Si -4.688855 -19.441597 -12.380057 0.0149 -0.0736 0.0007 0.215
C -5.609060 -18.670765 -10.961577 -0.4494 0.3506 -0.8997 -1.047
C -3.000068 -18.685889 -12.698003 0.6344 0.6910 1.0471 -0.237
C -5.721367 -19.310342 -14.055562 -0.0004 1.9472 1.1090 -0.860
Te -4.912404 -18.863727 -15.954369 -0.1370 -0.2639 -0.4820 0.719
C -5.206249 -16.804487 -15.888308 -0.6983 0.3486 1.1868 -0.716
Si -5.121439 -15.757356 -17.472365 -0.0632 0.0187 -0.3814 0.215
C -5.431777 -17.053095 -18.779745 -0.3249 -0.2296 -0.8009 -1.153
C -6.381669 -14.385782 -17.368613 -0.5525 -1.0032 0.5353 -1.118
C -3.511368 -14.889567 -17.752731 1.4106 -0.2386 0.6613 -0.468
H -3.666175 -21.236914 -11.077225 1.0263 0.2312 0.6888 0.407
H -3.969810 -21.762324 -12.703523 0.5248 -0.2233 -0.3662 0.210
H -5.189448 -21.887119 -11.489154 0.6101 1.4501 -0.6411 0.329
H -4.857906 -18.707590 -10.196656 0.3522 0.1156 0.7649 0.297
H -6.477226 -19.261151 -10.625587 0.2814 0.3574 -0.2365 0.377
H -5.861804 -17.616578 -11.152241 -0.1165 -0.3389 0.2583 0.287
H -2.356450 -18.757997 -11.778745 -0.6862 -0.1364 -0.5601 0.448
H -2.957820 -17.603067 -12.926620 -0.3177 -0.4245 -0.1708 -0.177
H -2.458096 -19.241179 -13.457617 0.0202 -0.1051 -0.3074 0.089
H -6.412603 -18.391620 -13.909688 1.0377 -1.3779 -0.2725 0.308
H -6.346120 -20.172762 -14.196052 -0.2193 -0.5335 -0.2683 0.693
H -4.624651 -16.380263 -15.057936 -0.1696 -0.1455 0.0350 0.169
H -6.295457 -16.821187 -15.564566 1.0049 0.1706 -0.2673 0.510
H -4.566648 -17.161530 -19.455789 -0.0738 -0.3971 0.4796 0.289
H -6.177490 -16.650316 -19.463755 -0.3260 0.0044 -0.0546 0.444
H -5.840920 -18.044051 -18.447878 0.5321 0.8647 -0.4097 0.311
H -7.425929 -14.738814 -17.289121 0.4294 0.1951 0.1258 0.335
H -6.326697 -13.765259 -18.240414 0.1341 0.3731 -0.5940 0.361
H -6.121967 -13.771069 -16.508941 -0.1651 0.1212 0.1395 0.319
H -2.617719 -15.541491 -17.645242 -0.5431 0.1348 0.0110 -0.305
H -3.319846 -14.046412 -17.065954 -0.3107 -0.3149 -0.1685 0.260
H -3.440512 -14.489757 -18.755925 -0.2611 0.1220 -0.4075 0.542
O 4.526953 -23.417419 -13.130780 -0.1990 0.5732 -0.0479 -0.509
C 4.076002 -23.581231 -14.453016 2.0136 0.3323 -0.3371 -0.413
N 3.859398 -22.351822 -15.201320 0.3506 0.5099 -0.2680 -0.152
C 2.746944 -21.589423 -15.023706 0.4077 0.8089 0.1241 0.359
O 1.801923 -21.949741 -14.348576 0.0262 0.1426 0.0382 -0.657
C 2.763043 -20.169717 -15.645191 -0.2276 -1.1325 -0.2633 0.374
C 3.458874 -19.912442 -16.814040 -0.0600 2.4497 0.2522 -0.576
C 3.379173 -18.585303 -17.333508 -0.6018 -1.1835 1.8472 -1.140
C 2.595934 -17.665139 -16.640548 0.6727 -0.3747 -1.6245 -0.252
N 1.858296 -17.946327 -15.595746 -0.3085 -0.4968 1.1953 -0.227
C 1.966771 -19.177968 -15.090471 0.0335 -0.4837 0.4207 -0.082
H 3.947135 -22.809450 -12.657499 -0.1532 -0.1802 0.0475 0.332
H 3.167287 -24.126062 -14.498648 -0.6420 -0.8976 -0.0750 0.360
H 4.982874 -24.030052 -14.933441 -1.3093 -0.2451 0.1353 0.291
H 4.629302 -22.061790 -15.802035 -0.5131 0.1583 0.5445 0.185
H 4.146526 -20.648620 -17.142117 0.3224 -0.4314 -0.9690 0.467
H 3.884458 -18.160425 -18.154750 0.8156 -0.2809 -0.9733 0.535
H 2.588515 -16.665915 -17.038815 -0.2678 0.4340 0.1223 0.493
H 1.462059 -19.434379 -14.154950 -0.2324 0.2641 -0.3404 0.560
```
Positions in Å, forces in eV/Å.

Values from the calculation:
total charge	+2
DFT total energy	-4270.211152	Eh
HOMO	-0.4759	Ha
multiplicity	1



No. 2
This record from the OMol25 dataset describes a molecular structure, C41H58AsCrN5O3. The level of theory is the ωB97M-V functional and the def2-TZVPD basis.

```
109
Properties=species:S:1:pos:R:3:forces:R:3:mulliken_charge:R:1
Cr 0.321520 0.639388 0.001836 0.0926 0.3175 0.0258 0.120
C 2.760859 -0.994564 5.654631 0.0062 -0.0044 -0.0154 -1.181
C 2.134962 -1.968350 4.651918 0.0035 0.0051 0.0007 -1.418
C 1.176087 -1.296157 3.721887 0.0276 -0.0192 -0.0013 1.233
C -0.162175 -1.104052 3.885729 -0.0414 -0.0495 -0.0055 1.045
C -1.025424 -1.517043 5.035641 -0.0126 0.0075 0.0022 -1.278
C -1.327427 -0.359779 5.992884 -0.0003 -0.0036 -0.0130 -1.118
C -0.621974 -0.384255 2.724058 0.0433 0.0215 0.0217 -0.632
N 0.418755 -0.118670 1.881965 0.0186 -0.1150 -0.0536 0.795
C 1.534192 -0.663421 2.477437 -0.0257 0.0731 0.0564 -0.367
C 2.820130 -0.545726 1.999578 0.0204 -0.0010 0.0111 -0.709
C 3.212481 0.166679 0.876296 0.0214 -0.0372 -0.0769 -0.245
C 4.573530 0.367860 0.468683 -0.0025 -0.0491 0.0062 1.153
C 5.778404 -0.128312 1.205892 0.0092 -0.0009 -0.0012 -1.386
C 6.068607 0.672886 2.479314 -0.0023 0.0019 -0.0040 -0.976
C 4.534647 1.134363 -0.663926 0.0193 -0.0011 -0.0228 0.931
C 3.147528 1.392777 -0.935536 -0.0183 0.1216 0.0723 -0.837
C 2.667961 2.131473 -2.010759 -0.0040 -0.0554 -0.0231 -0.575
C 1.345594 2.372352 -2.304013 0.0152 0.0840 0.0914 -0.240
N 0.280927 1.963454 -1.537336 -0.0066 -0.1749 -0.0650 0.625
C -0.836331 2.372376 -2.200214 0.0280 0.0325 -0.0117 0.066
C -2.136960 2.171389 -1.766249 -0.0039 0.0170 -0.0286 -0.587
C -2.506062 1.571759 -0.583133 -0.0094 -0.0307 0.0546 -0.403
N -1.645448 0.992567 0.309475 0.0162 0.1209 -0.0180 0.804
C -2.416231 0.594152 1.367949 -0.0317 -0.0332 -0.0565 -0.138
C -1.945053 -0.044654 2.489634 -0.0036 -0.0221 -0.0001 -0.739
C -3.806995 0.928875 1.135816 -0.0135 -0.0303 0.0160 0.425
C -3.864819 1.523961 -0.081302 -0.0149 0.0172 -0.0224 0.527
C -5.052807 2.106486 -0.778396 0.0081 -0.0042 -0.0066 -1.284
C -5.175010 3.618265 -0.563610 0.0041 -0.0100 -0.0016 -0.942
C -4.916443 0.685517 2.108060 0.0081 0.0044 0.0057 -1.135
C -4.967948 1.742989 3.215146 0.0056 -0.0078 -0.0068 -1.028
C -0.481259 3.084166 -3.407582 -0.0159 -0.0083 -0.0089 0.731
C 0.877246 3.090930 -3.467633 -0.0099 -0.0112 -0.0484 0.598
C 1.755663 3.737465 -4.491132 0.0179 0.0157 0.0128 -1.282
C 2.203510 5.140992 -4.071384 0.0039 -0.0160 0.0020 -1.111
C -1.458203 3.723638 -4.342384 -0.0046 0.0085 0.0036 -1.318
C -1.952445 5.081932 -3.834409 0.0008 -0.0129 0.0004 -0.900
N 2.355367 0.795306 0.009473 -0.0477 -0.1071 -0.0484 0.732
C 5.698739 1.650572 -1.452883 0.0041 0.0050 0.0054 -1.193
C 6.364545 2.863851 -0.798139 -0.0155 0.0030 -0.0128 -1.225
H 3.473614 -1.504516 6.302596 -0.0004 0.0017 0.0025 0.423
H 1.993859 -0.540592 6.282349 0.0009 0.0006 -0.0014 0.240
H 3.283298 -0.188253 5.137179 0.0014 -0.0001 0.0053 0.216
H 1.615908 -2.763757 5.191974 -0.0078 0.0121 0.0075 0.492
H 2.925510 -2.458232 4.077536 -0.0042 -0.0065 -0.0036 0.443
H -0.531823 -2.322396 5.584221 0.0088 0.0073 0.0065 0.427
H -1.965001 -1.933728 4.661434 0.0023 -0.0037 -0.0042 0.397
H -0.406994 0.040262 6.418888 -0.0021 -0.0012 0.0014 0.250
H -1.968548 -0.687825 6.810887 0.0027 0.0035 0.0019 0.427
H -1.829024 0.456982 5.471831 -0.0042 -0.0026 0.0052 0.186
H 3.606433 -1.007904 2.582504 -0.0006 -0.0011 -0.0026 0.400
H 6.644578 -0.082861 0.542646 -0.0015 0.0028 0.0005 0.369
H 5.650327 -1.184112 1.462603 -0.0072 0.0023 0.0033 0.430
H 6.236682 1.724499 2.246430 -0.0005 -0.0019 0.0009 0.275
H 6.954403 0.289602 2.985791 0.0001 0.0019 -0.0012 0.424
H 5.230095 0.624477 3.175447 0.0050 0.0001 0.0009 0.113
H 3.401638 2.539394 -2.692629 -0.0001 -0.0015 -0.0040 0.336
H -2.929085 2.566513 -2.387551 0.0007 -0.0025 0.0027 0.413
H -2.668017 -0.318487 3.245846 -0.0011 0.0059 -0.0003 0.482
H -5.957104 1.613399 -0.418746 -0.0002 -0.0020 0.0057 0.416
H -4.996533 1.887986 -1.847520 0.0025 0.0027 -0.0023 0.441
H -5.284437 3.849411 0.496475 -0.0032 0.0017 -0.0014 0.240
H -6.041704 4.016979 -1.090619 0.0007 0.0019 0.0019 0.392
H -4.286714 4.140138 -0.923322 0.0005 -0.0012 -0.0019 0.178
H -4.806890 -0.307747 2.550433 0.0040 -0.0002 0.0000 0.400
H -5.866383 0.672333 1.571757 -0.0013 0.0041 -0.0011 0.388
H -4.027529 1.780965 3.767512 -0.0029 -0.0039 0.0016 0.212
H -5.770002 1.527893 3.921040 -0.0011 0.0050 -0.0003 0.407
H -5.141144 2.733985 2.794385 0.0003 -0.0007 0.0031 0.241
H 1.222164 3.790700 -5.441618 -0.0060 0.0146 0.0018 0.425
H 2.634262 3.114252 -4.674702 -0.0051 -0.0100 0.0013 0.394
H 1.344928 5.803598 -3.960392 0.0014 -0.0009 0.0046 0.242
H 2.873965 5.574446 -4.813361 -0.0045 0.0029 -0.0004 0.412
H 2.724770 5.113053 -3.113112 0.0055 0.0032 -0.0050 0.283
H -2.310469 3.057723 -4.498413 0.0008 -0.0041 0.0032 0.424
H -0.990824 3.847653 -5.320737 0.0039 0.0097 0.0028 0.385
H -2.429838 4.985521 -2.857817 -0.0014 0.0017 -0.0038 0.147
H -2.674653 5.516668 -4.525232 0.0022 0.0010 -0.0002 0.394
H -1.121870 5.779868 -3.725615 -0.0032 0.0007 0.0005 0.225
H 5.379931 1.913448 -2.462870 -0.0121 -0.0101 -0.0010 0.437
H 6.433993 0.850874 -1.572854 0.0109 0.0085 0.0105 0.490
H 5.631124 3.645825 -0.596185 0.0035 0.0056 -0.0152 0.320
H 7.138503 3.278531 -1.443830 0.0099 -0.0062 0.0095 0.442
H 6.827693 2.589426 0.149807 -0.0107 0.0053 0.0043 0.214
N 0.152059 -4.525903 2.816097 0.0030 0.0014 0.0030 -0.518
C -0.393213 -5.190799 1.638255 -0.0208 -0.0053 0.0265 -0.473
C -1.088065 -4.203711 0.704619 -0.0330 -0.0133 -0.0087 0.431
O -1.614911 -4.551210 -0.319030 0.0328 0.0283 -0.0411 -0.687
O -1.051208 -2.930714 1.099389 0.2112 -0.1820 0.0117 -0.008
H 1.095576 -4.819256 3.023625 -0.0006 -0.0013 0.0012 0.195
H -0.410517 -4.684486 3.641066 -0.0026 -0.0028 -0.0015 0.205
H -0.497330 -2.924623 1.914761 -0.1309 0.0535 0.0696 0.058
H -1.116664 -5.974843 1.866673 -0.0055 -0.0018 0.0045 0.396
H 0.398511 -5.666162 1.058684 0.0025 0.0073 -0.0071 0.264
C 2.422707 -1.217761 -2.997654 0.0009 -0.0261 -0.0033 -0.939
As 1.161433 -2.018494 -1.805953 0.0167 -0.0702 0.0569 0.789
C 0.038835 -3.181923 -2.809988 -0.0222 0.0201 -0.0369 -1.096
C 2.113332 -2.994211 -0.454484 -0.0044 0.0053 0.0124 -0.551
O 0.147428 -0.889579 -1.096367 -0.1515 0.1059 0.0216 -0.552
H 2.879389 -2.003909 -3.598792 0.0125 0.0071 -0.0017 0.534
H 3.182166 -0.691616 -2.423015 0.0037 0.0053 -0.0079 0.059
H 1.891329 -0.518364 -3.641072 0.0108 0.0187 0.0055 0.349
H 0.631648 -4.005015 -3.207361 -0.0130 -0.0135 0.0124 0.436
H -0.389916 -2.609210 -3.630582 -0.0135 0.0056 0.0075 0.386
H -0.751219 -3.554412 -2.158865 0.0137 -0.0217 0.0121 0.299
H 2.115028 -4.056289 -0.694834 0.0030 -0.0020 -0.0064 0.556
H 1.600603 -2.814119 0.490169 0.0123 -0.0265 -0.0122 -0.287
H 3.133947 -2.622119 -0.386477 -0.0008 0.0103 0.0067 0.321
```
Positions in Å, forces in eV/Å.

Values from the calculation:
total charge	+1
DFT total energy	-5376.857492	Eh
relative energy (zero: lowest compared OMol25 entry of this formula, charge and spin)	0.00	kJ/mol
HOMO (spin up / spin down)	-0.3391 / -0.3359	Ha
multiplicity	4



> What is the DFT total energy in the first record?

-4270.211152 Eh